{
  "formula": "C15H26CeN6O7",
  "method": "ωB97M-V with the def2-TZVPD basis set",
  "elements": ["O", "H", "Ce", "N", "N", "N", "N", "O", "O", "O", "O", "C", "C", "C", "C", "C", "H", "H", "H", "C", "H", "H", "H", "C", "C", "H", "H", "H", "H", "H", "H", "H", "H", "C", "H", "H", "H", "O", "H", "H", "N", "C", "O", "C", "C", "C", "C", "N", "C", "H", "H", "H", "H", "H", "H"],
  "xyz": [[0.643, -0.968, -4.067], [0.426, -0.617, -4.962], [-0.246, 0.181, -2.186], [-0.303, 1.930, 0.118], [0.873, 2.217, -2.062], [-1.925, -0.556, -0.207], [-1.101, -2.063, -2.163], [-0.730, 1.690, 1.320], [-2.557, 0.187, 0.759], [-0.891, -2.751, -3.334], [1.727, 1.467, -2.711], [1.363, 3.033, -1.074], [0.651, 2.906, 0.123], [-2.130, -1.878, -0.038], [-1.683, -2.704, -1.138], [0.950, 3.621, 1.384], [1.113, 2.913, 2.209], [0.115, 4.284, 1.660], [1.846, 4.235, 1.270], [2.561, 3.879, -1.243], [2.777, 3.993, -2.308], [3.452, 3.456, -0.757], [2.387, 4.875, -0.814], [-2.698, -2.433, 1.221], [-1.876, -4.182, -1.138], [-3.447, -1.739, 1.607], [-1.914, -2.542, 1.982], [-3.155, -3.409, 1.058], [-1.098, -4.674, -1.731], [-2.852, -4.433, -1.573], [-1.848, -4.569, -0.115], [-1.790, 0.867, 1.068], [-0.221, -2.079, -3.835], [-2.208, 1.386, -2.371], [-2.036, 2.477, -2.419], [-3.202, 1.112, -1.990], [-2.157, 1.016, -3.425], [-4.314, 2.289, -0.079], [-3.654, 1.714, 0.373], [-3.912, 3.161, -0.056], [1.864, -2.223, 4.466], [1.126, -1.999, 3.347], [-0.043, -2.375, 3.281], [1.825, -1.302, 2.212], [3.186, -0.957, 2.198], [3.694, -0.327, 1.067], [2.842, -0.081, -0.020], [1.544, -0.413, -0.025], [1.046, -0.985, 1.085], [1.418, -2.687, 5.249], [2.815, -1.922, 4.593], [3.825, -1.184, 3.052], [4.738, -0.032, 1.003], [3.213, 0.400, -0.924], [-0.026, -1.204, 1.055]],
  "lowdin_spin": [0.000, 0.000, 0.018, 0.099, 0.283, 0.001, -0.001, 0.265, -0.001, 0.000, 0.362, -0.044, 0.033, 0.000, 0.000, 0.003, 0.000, 0.002, 0.000, -0.010, -0.001, -0.003, -0.004, 0.000, 0.000, 0.000, 0.000, 0.000, 0.000, 0.000, 0.000, -0.001, 0.000, -0.003, -0.001, 0.000, 0.000, 0.000, 0.000, 0.000, 0.000, 0.000, 0.000, 0.000, 0.001, 0.000, 0.001, 0.001, 0.000, 0.000, 0.000, 0.000, 0.000, 0.000, 0.000],
  "multiplicity": 2,
  "homo_lumo_gap_ev": [6.91, 6.42],
  "e_above_lowest_ev": 0.000,
  "total_energy_ev": -52166.59065,
  "total_charge": 1
}



{
  "formula": "C15H26INO8S",
  "method": "ωB97M-V with the def2-TZVPD basis set",
  "elements": ["N", "C", "O", "C", "I", "C", "O", "S", "O", "O", "O", "H", "H", "C", "C", "C", "O", "C", "H", "H", "H", "H", "H", "H", "H", "H", "C", "C", "C", "O", "C", "H", "H", "H", "H", "H", "H", "H", "H", "C", "C", "C", "O", "C", "H", "H", "H", "H", "H", "H", "H", "H"],
  "xyz": [[3.248, 4.205, -1.297], [2.452, 3.309, -1.251], [1.397, 2.413, -0.984], [0.642, 2.106, -2.189], [1.371, 0.377, -3.300], [0.257, 3.428, -3.006], [-0.510, 4.204, -2.031], [-1.430, 3.049, -1.217], [-1.320, 2.968, 0.282], [-2.820, 3.355, -1.673], [-0.676, 1.630, -1.739], [1.063, 3.990, -3.582], [-0.409, 3.033, -3.863], [4.059, 0.936, 2.869], [2.571, 1.173, 2.998], [2.030, 0.454, 1.778], [2.924, -0.637, 1.510], [4.107, -0.469, 2.303], [4.603, 1.035, 3.810], [4.487, 1.643, 2.151], [2.197, 0.696, 3.909], [2.294, 2.229, 3.027], [2.027, 1.106, 0.898], [1.019, 0.071, 1.931], [4.084, -1.220, 3.101], [4.991, -0.644, 1.686], [1.562, -4.251, 0.552], [2.922, -4.373, -0.098], [2.587, -4.193, -1.566], [1.443, -3.330, -1.628], [0.895, -3.197, -0.309], [1.603, -3.976, 1.607], [1.022, -5.200, 0.466], [3.569, -3.558, 0.240], [3.426, -5.318, 0.111], [2.314, -5.146, -2.032], [3.411, -3.752, -2.133], [1.127, -2.188, 0.050], [-0.191, -3.312, -0.348], [-5.143, 1.364, 0.577], [-4.791, -0.103, 0.470], [-5.902, -0.631, -0.417], [-6.287, 0.445, -1.284], [-5.688, 1.658, -0.807], [-4.298, 2.001, 0.846], [-5.930, 1.503, 1.326], [-3.825, -0.217, -0.034], [-4.736, -0.614, 1.433], [-6.780, -0.917, 0.172], [-5.589, -1.490, -1.015], [-4.885, 1.930, -1.499], [-6.431, 2.459, -0.804]],
  "lowdin_charge": [0.186, -0.225, -0.074, -0.854, 0.998, -0.165, -0.187, 0.805, -0.265, -0.260, -0.259, 0.157, 0.147, -0.176, -0.170, -0.196, -0.155, -0.206, 0.115, 0.116, 0.117, 0.117, 0.098, 0.122, 0.117, 0.117, -0.174, -0.176, -0.206, -0.164, -0.202, 0.115, 0.115, 0.111, 0.114, 0.116, 0.115, 0.104, 0.118, -0.174, -0.178, -0.209, -0.140, -0.201, 0.107, 0.116, 0.112, 0.113, 0.115, 0.115, 0.096, 0.119],
  "homo_lumo_gap_ev": 8.35,
  "total_energy_ev": -52776.74283,
  "smiles": "N#CO[C@]1(I)COS(=O)(=O)O1.C1CCOC1.C1CCOC1.C1CCOC1"
}



no.,largest force on an atom (eV/Å)
1,3.715
2,5.910